(1)
ORCA calculation (ωB97M-V/def2-TZVPD) on a structure of composition C49H65AuO2P2Si.

The net charge is 0. The calculated total energy is -3164.6207 Ha. As for the spin multiplicity: 1.

Structure (XYZ):
```
120
C49H65AuO2P2Si ωB97M-V/def2-TZVPD
Au 0.08234 -0.06733 -0.41600
P -1.27458 2.23851 -0.23648
P -1.28329 -2.16187 0.13452
Si 0.09430 0.18162 1.87310
O 0.03788 -0.19203 -2.58770
O -0.34554 0.97177 -4.44428
C -2.08646 -0.23717 3.62924
C -0.65890 -4.97622 0.77963
C -0.68560 3.29862 -1.63169
C -2.15414 -2.77986 -2.47344
C -5.83634 2.57511 1.00024
C -3.11619 2.44375 -0.18315
C -2.16911 -1.61914 1.65660
C -3.98826 -1.64188 3.24962
C -0.70730 4.27482 1.68385
C -1.50604 -0.65774 2.43052
C 3.18814 0.86946 0.19097
C -3.66801 3.73264 0.44094
C 3.79922 2.84074 1.49071
C 4.98400 -0.58656 -0.63828
C 1.12271 -5.45141 -0.94676
C -0.16323 2.00303 2.29908
C -0.45320 5.37356 -2.99466
C -3.75764 1.24110 0.51631
C -5.28038 1.27805 0.42095
C -3.31492 -0.72778 4.04596
C 1.26319 -3.40593 0.48249
C 4.56591 0.52666 0.12659
C -0.20876 -3.51147 0.90518
C 5.15577 2.45111 1.48058
C -1.15546 4.75476 -1.78444
C 0.27509 2.47551 3.53719
C -2.61711 -2.75833 -1.00611
C -5.19360 3.78117 0.32114
C -4.68195 -4.02297 -1.62682
C -3.41684 -2.08722 2.06502
C -0.34851 -5.60784 -0.57862
C -3.36200 -2.82170 -3.41026
C 0.85649 3.18118 -1.80278
C 2.85944 2.07567 0.86160
C 2.69424 -0.95263 -1.27417
C 1.52698 -0.49399 2.85029
C -0.67867 2.91827 1.36363
C -3.43620 -4.03513 -0.73803
C 1.53840 4.53794 -1.66357
C 1.06908 5.49153 -2.76556
C -0.25095 4.72931 2.91355
C -4.28712 -3.99695 -3.10195
C 2.20468 0.06137 -0.47479
C -0.74060 0.41256 -3.43172
C 1.50208 -3.97567 -0.91126
C 5.52399 1.32716 0.80155
C -2.25392 0.33840 -3.21279
C 4.06522 -1.28001 -1.36359
C 0.22845 3.82648 3.85023
H -0.09498 -5.53199 1.53765
H -5.17843 -3.94973 -3.73153
H 1.59151 5.24387 -3.69209
H 1.28083 2.48158 -1.08548
H -3.92417 -1.88737 -3.30851
H 4.37472 -2.10742 -1.99173
H -2.84541 -4.91030 -1.00504
H -5.28664 -3.13889 -1.39287
H -3.97293 -2.78650 1.46135
H -1.71144 -5.08900 1.04200
H 1.74366 -5.99562 -0.22618
H 1.06606 2.75463 -2.78694
H -3.75744 -0.37706 4.97026
H -2.23482 4.78720 -1.93373
H -5.47120 3.78952 -0.73901
H -3.71411 -4.16108 0.30512
H -1.54096 -3.67044 -2.64828
H 1.31824 -5.88498 -1.92943
H 1.25469 -0.54322 3.90949
H -3.01885 -2.87428 -4.44562
H -3.46071 1.25163 1.57030
H 3.50114 3.75735 1.98589
H -1.14279 2.77544 -2.47387
H -1.08400 4.99247 0.97128
H -3.31301 -1.91000 -0.91003
H -5.70425 0.41008 0.93163
H -6.92316 2.60828 0.89742
H -5.57151 1.20230 -0.63407
H 5.89990 3.05847 1.98004
H -0.93388 -5.12609 -1.36281
H 1.85278 -3.99163 1.19824
H -2.66625 -0.30055 -3.99418
H 0.89604 -3.42297 -1.64211
H -5.29959 -4.89816 -1.41333
H 1.31844 4.95782 -0.67540
H 1.61490 -2.37742 0.54013
H 2.00367 -1.51987 -1.88709
H -0.88674 6.35103 -3.21260
H -3.23191 4.62347 -0.00622
H -0.92765 5.35679 -0.90454
H -2.54110 -0.05760 -2.23747
H 1.83493 2.40908 0.84054
H 2.62173 4.41150 -1.70380
H -3.37834 0.31037 0.09087
H -3.77525 -4.93434 -3.34795
H -2.69664 1.32216 -3.36029
H 0.69158 1.78487 4.26340
H -0.29061 -3.22978 1.95765
H -5.56786 4.71124 0.75497
H -4.96070 -2.01394 3.54821
H -0.27269 5.78841 3.13797
H 0.58662 4.17452 4.81109
H -0.64133 -6.66030 -0.56599
H -0.65189 4.74086 -3.86438
H -5.61465 2.61187 2.07309
H 6.03724 -0.84122 -0.66800
H -1.51359 -1.92540 -2.68778
H -3.39983 3.74429 1.50263
H -3.41127 2.39927 -1.24019
H 2.41305 0.13367 2.73974
H 1.34216 6.51983 -2.51652
H 1.78551 -1.50324 2.52701
H 6.56711 1.03753 0.74115
H -1.59671 0.52499 4.22704
H 2.54526 -3.83480 -1.19826
```

(2)
ORCA calculation (ωB97M-V/def2-TZVPD) on a cluster of 2 separate species, C5H13NO in total.

As for the SMILES: C=C(N)CCC.O. As for the energy relative to the best compared isomer or geometry (same formula, charge and spin): 1.650 eV. The net charge is 0. The calculated total energy is -328.2582 Ha. As for the spin multiplicity: 1.

Structure (XYZ):
```
20
C5H13NO ωB97M-V/def2-TZVPD
O -0.84507 -1.07612 -4.37075
N -0.68394 1.21732 1.86536
C -0.07446 -0.73058 0.52252
C 1.46956 -0.60770 0.68638
C -0.73131 0.57440 0.59697
C 2.02046 -0.18387 2.04125
C -1.14619 1.23815 -0.50947
H -0.46774 -1.77392 -4.88861
H 1.35270 -0.51146 2.84457
H -1.44483 -1.51022 -3.79145
H 1.73577 -0.05048 -0.21302
H -1.31853 0.81489 2.54472
H -1.46569 2.26965 -0.47413
H -0.46794 -1.43764 1.26833
H -1.51287 0.58811 -1.29434
H 2.16761 0.87658 2.21955
H -0.23149 -1.10028 -0.49453
H 1.89058 -1.60800 0.51823
H -0.98361 2.18604 1.80327
H 2.96491 -0.70468 2.20999
```

(3)
ORCA calculation (ωB97M-V/def2-TZVPD) on a structure of composition C20H20ClFN4O2.

As for the energy relative to the best compared isomer or geometry (same formula, charge and spin): 19.110 eV. The net charge is 0. The calculated total energy is -1703.0636 Ha. As for the spin multiplicity: 1.

Structure (XYZ):
```
48
C20H20ClFN4O2 ωB97M-V/def2-TZVPD
Cl 5.56546 -0.60379 -4.02621
F -4.83864 -3.40007 -0.27641
O 2.99968 -0.56541 2.38843
O -0.81671 0.96361 2.78342
N -1.07433 2.13304 -0.12721
N -2.81448 1.89788 2.29067
N 1.19928 0.19089 -1.32980
N 1.12962 0.04383 0.89378
C 3.23253 -0.09757 -2.66676
C -1.03805 2.49793 -2.54711
C 3.13140 -0.51959 -0.22955
C -4.00661 -0.03886 2.24362
C -3.42721 -2.32481 1.24719
C 2.48004 -0.16356 -1.46833
C 5.29559 -0.62581 -1.30112
C 4.54946 -0.55397 -2.54459
C -5.08289 -0.27434 1.53176
C -5.43479 -1.25255 0.79150
C -0.59254 3.16038 -1.22659
C 0.67040 0.24706 -0.23899
C -3.58138 0.94573 2.86585
C -3.14310 -1.42330 2.12911
C -4.45450 -2.45656 0.67686
C -1.47899 1.76110 2.08046
C -0.98865 0.55566 -0.46009
C 4.60925 -0.60125 -0.13555
C 2.37779 -0.13094 0.98037
C -0.62480 2.57851 1.28997
H -0.88773 3.35177 -3.25377
H -0.59148 1.67521 -2.93713
H 6.49321 -1.18565 -1.28671
H 0.32962 2.72873 1.41183
H 0.50443 2.95194 -1.05966
H -3.21766 2.22250 1.40206
H 0.66983 0.04255 1.71741
H -5.98227 0.51738 1.44301
H -4.40587 1.35736 3.43168
H -1.24116 0.37034 -1.46251
H -0.94547 4.04373 -0.84716
H 5.04770 -0.86168 0.97624
H -2.21119 -1.44140 2.70235
H -6.30566 -1.48655 0.10695
H -1.23806 3.59125 1.24607
H -3.15119 0.67048 3.63525
H -2.59134 -3.42720 1.28191
H -2.27438 2.36578 -2.65613
H 2.80575 0.07866 -3.42491
H -1.59197 0.17745 0.50129
```

(4)
ORCA calculation (ωB97M-V/def2-TZVPD) on a structure of composition C8H27AsF6O5.

As for the energy relative to the best compared isomer or geometry (same formula, charge and spin): 2.663 eV. The net charge is 0. The calculated total energy is -3532.1842 Ha. As for the spin multiplicity: 1.

Structure (XYZ):
```
47
C8H27AsF6O5 ωB97M-V/def2-TZVPD
As -1.96101 -3.14000 -0.99518
F -0.72899 -2.08618 -0.22922
F -2.37876 -1.80843 -2.14067
F -3.26174 -2.56528 0.17261
F -3.09209 -4.41671 -1.65281
F -0.64869 -3.66449 -2.06262
F -1.53635 -4.39651 0.21871
O 2.30214 2.02911 -0.07159
O 0.24545 0.21888 -0.25474
O -1.31775 2.29164 -1.40605
O 2.83992 -0.55888 0.94087
O -1.02626 0.96263 1.92252
C 2.60092 -1.90585 1.17316
C -1.60575 1.69693 -3.71244
C -3.21755 1.03315 -1.76500
C -2.28579 2.09458 -2.38640
C 3.71356 -2.86885 0.68241
C 1.91769 2.76920 1.02353
C 2.39458 -2.08987 2.67209
C -1.64495 2.04059 2.55101
H -0.18278 1.01534 0.06756
H -0.96038 0.82454 -3.60982
H 3.72966 -0.31274 1.20428
H 1.67317 -1.29816 2.87415
H -0.87676 2.40437 -4.10766
H -2.73121 3.08844 -2.43036
H 1.35386 3.68607 0.85160
H -2.71547 1.86275 2.65331
H -3.79748 1.57336 -1.01669
H 1.32689 2.09721 1.64600
H 3.92593 -2.66170 -0.36643
H 2.80171 2.93168 1.64013
H -3.91231 0.63839 -2.50632
H -0.24940 -0.57862 -0.05293
H 2.96188 2.56606 -0.51660
H 4.54559 -2.66835 1.35741
H -2.31239 1.63128 -4.53975
H 2.03963 -3.09065 2.91815
H 1.15137 0.11658 0.04600
H -0.93220 3.16478 -1.50888
H 3.31394 -1.94481 3.23941
H -2.63365 0.18010 -1.41934
H -1.04939 2.24964 3.43966
H -1.47647 2.83897 1.82831
H 1.69891 -2.19328 0.63291
H -1.39006 0.15210 2.28625
H 3.38881 -3.90899 0.70947
```

no.,LUMO level (eV),HOMO-LUMO gap (eV)
1,0.1694,7.6810
2,0.7966,9.0014
3,-0.4313,7.9831
4,-0.1245,10.5413